The following is a quantum chemistry calculation of a cluster of 2 separate species, C9H16N in total at a distorted geometry, from OMol25.

```
26
Properties=species:S:1:pos:R:3:forces:R:3
C 0.2719 -3.0046 -0.0299 2.642 0.696 -2.884
C -2.1900 -0.7536 1.4724 1.474 0.600 -2.138
C -2.7283 -0.0650 0.3952 -2.309 -1.341 -1.766
C -1.0529 -1.5248 1.2609 -0.589 -0.079 -0.696
C -0.6376 -1.8246 -0.0506 0.212 -0.281 1.686
C -2.2954 -0.4128 -0.8907 -1.400 3.752 -1.020
C -1.2523 -1.2177 -1.1358 2.977 -0.532 -1.767
H -2.5716 -0.7217 2.4083 -1.263 0.451 2.833
H -3.7590 0.3458 0.2178 1.105 0.257 1.696
H -0.5745 -2.0643 2.0812 -0.259 0.208 -0.141
H -2.7758 0.2218 -1.7139 0.723 -1.389 0.940
H 1.2979 -2.7802 0.3626 -0.990 -0.127 0.258
H 0.5503 -3.3598 -1.0808 -0.898 0.046 1.382
H -0.7371 -1.2142 -2.1569 -1.188 -0.693 1.336
H -0.2487 -3.7036 0.5695 0.076 -1.289 0.276
C 1.7118 1.5911 -0.6031 1.285 -2.539 -2.011
C 2.5973 2.8252 -0.5380 0.070 1.385 0.556
N 0.7904 1.5235 0.4940 -1.487 -3.306 2.636
H 1.2633 1.4731 -1.6000 -0.428 0.328 0.546
H 2.2317 0.5756 -0.4752 0.050 1.704 -0.391
H 3.5760 2.4616 -0.9194 -0.443 0.954 0.369
H 2.6723 3.3195 0.5075 0.251 -1.299 -1.401
H 1.4349 1.4222 1.3134 -1.183 -0.343 -0.319
H 0.3346 2.3368 0.6682 -1.566 3.830 0.378
H -0.1002 0.8490 0.5880 2.571 0.443 -0.743
H 2.1911 3.7015 -1.1447 0.567 -1.439 0.385
```
Forces are in eV/Å.

- Highest occupied orbital energy: -12.458 eV
- Kohn-Sham gap: 9.1 eV
- Charge: +1
- Molar mass: 138.23 g mol⁻¹

=====

The following is a quantum chemistry calculation of an isolated molecule of C7H12 at a distorted geometry, from OMol25.

```
19
Properties=species:S:1:pos:R:3:forces:R:3
C 0.6098 -0.7055 -2.1887 -0.083 0.051 -0.570
C 0.1817 -1.0260 -0.7802 0.441 -0.340 -0.225
C 0.9474 -0.2535 0.2814 0.456 0.011 -0.389
C -0.1087 0.1508 1.2697 0.883 2.458 3.236
C -0.0718 1.7163 1.5507 0.249 -1.478 0.472
C -1.4027 -0.2384 0.7708 -0.444 1.308 0.248
C -1.2145 -0.6769 -0.4233 -1.753 -1.529 -2.683
H 0.4981 0.3556 -2.4028 -0.056 0.179 0.035
H 1.6512 -0.9596 -2.3873 0.048 -0.093 0.147
H 0.0002 -1.2448 -2.9111 -0.045 -0.074 -0.127
H 0.3029 -2.1028 -0.6247 0.025 -0.090 -0.021
H 1.7878 -0.8045 0.6978 -0.032 -0.041 0.138
H 1.3567 0.6496 -0.1783 0.102 0.007 -0.012
H -0.0023 -0.3021 2.2514 0.625 -0.111 0.414
H -0.2110 2.3409 0.6731 -0.082 -0.202 -0.285
H 0.9165 1.9097 1.9709 -0.077 0.334 0.088
H -0.8399 1.9521 2.2877 0.070 0.205 0.036
H -2.3380 0.0743 1.2017 -0.144 -0.123 0.174
H -2.0633 -0.8352 -1.0587 -0.183 -0.471 -0.676
```
Forces are in eV/Å.

- Highest occupied orbital energy: -8.988 eV
- Kohn-Sham gap: 10.2 eV
- SMILES string: C[C@@H]1C=C[C@H](C)C1
- Molar mass: 96.17 g mol⁻¹

=====

The following is a quantum chemistry calculation of a structure of composition C13H25BrOSi2 at a distorted geometry, from OMol25.

```
42
Properties=species:S:1:pos:R:3:forces:R:3
C 5.1261 1.2859 2.2862 3.866 -0.766 -5.788
C 5.6735 1.0061 1.1093 -2.418 0.643 5.661
C 6.3149 0.4432 -0.2458 0.291 1.184 1.956
Si 5.0744 0.1508 -1.6779 -0.020 -1.216 -0.298
O 3.8633 -1.0582 -1.3703 -0.383 3.034 0.919
Si 2.5458 -0.4924 -0.3900 -0.194 -1.842 -0.346
Br 2.0998 1.7351 -0.5305 0.137 -0.771 -0.006
C 0.8830 -1.4474 -0.6908 -0.415 0.685 -0.612
C 0.1182 -1.4532 0.7449 0.579 0.077 -0.492
C -1.3310 -2.1627 0.7271 0.375 -0.296 0.245
C -1.9212 -2.0669 2.2412 1.431 0.519 -0.462
C -2.3274 -1.5907 -0.4109 -0.793 -0.712 -0.114
C -3.5846 -0.7382 0.1408 0.659 0.475 -0.746
C -3.2174 0.7633 0.6319 -0.525 1.270 -2.855
C -3.3064 1.8053 -0.3937 0.201 -0.716 2.105
C -2.6111 1.7012 -1.8493 -1.291 -0.514 0.128
C -4.1814 3.1574 -0.1254 0.509 -0.054 0.206
H 5.0123 1.7370 3.3490 0.025 -1.139 -2.621
H 7.0557 1.2670 -0.6203 -1.310 -1.413 0.612
H 6.9536 -0.4825 0.0049 -1.126 1.378 -0.345
H 5.8812 -0.3634 -2.8131 -0.027 -0.145 0.227
H 4.5245 1.4344 -2.1764 -0.037 -0.208 0.339
H 2.9085 -0.7956 1.0156 0.127 0.341 -0.189
H 1.0323 -2.4914 -1.1482 -0.147 1.453 0.873
H 0.3232 -0.8140 -1.4985 0.733 -1.191 1.497
H 0.0629 -0.3430 1.0939 -0.180 -1.849 -0.486
H 0.8442 -1.9924 1.4832 -1.498 0.842 -1.128
H -1.1522 -3.2895 0.4744 -0.222 1.974 0.503
H -1.9546 -0.9317 2.4953 -0.367 -2.023 -0.285
H -1.0822 -2.4992 2.9296 -1.758 0.537 -1.082
H -2.9253 -2.6020 2.3902 1.610 0.904 -0.167
H -2.7700 -2.5177 -0.9657 0.743 1.583 0.913
H -1.8011 -0.9686 -1.2360 -0.751 -1.071 1.635
H -4.3099 -0.6031 -0.7651 1.322 -0.213 1.623
H -4.2216 -1.3017 0.9399 1.444 1.093 -1.248
H -2.9472 1.0007 1.7248 -1.578 -0.226 -1.625
H -3.3895 1.1947 -2.5526 1.445 1.069 0.726
H -1.6575 1.0617 -1.8710 -1.544 0.959 0.345
H -2.3118 2.7612 -2.2293 -0.847 -1.868 0.715
H -3.5295 4.0621 0.1675 -1.002 -1.275 -0.479
H -4.7765 3.4508 -1.0852 1.268 -0.690 1.526
H -4.9877 2.9876 0.6964 1.668 0.177 -1.383
```
Forces are in eV/Å.

- Highest occupied orbital energy: -7.682 eV
- Kohn-Sham gap: 8.3 eV
- Molar mass: 333.42 g mol⁻¹

=====

The following is a quantum chemistry calculation of the ion C3H2N3O2S with charge -1 at a distorted geometry, from OMol25.

```
11
Properties=species:S:1:pos:R:3:forces:R:3
C -1.0063 0.0360 0.3956 -1.279 -0.338 -0.022
C 1.0524 -1.0187 -0.1566 1.365 0.474 0.315
C -2.5730 0.3668 -0.1526 -0.761 0.037 0.857
N -0.2346 -0.7999 0.0096 0.507 0.613 0.237
N 1.5826 1.3423 0.2733 -1.334 2.670 1.560
N 1.8378 0.1566 -0.1226 -1.835 -1.495 -0.209
O -3.2113 -0.6465 0.1228 0.542 0.651 -0.470
O -2.7588 1.4945 -0.5621 0.278 -0.415 -0.173
S 1.8990 -2.4649 -0.1656 -0.024 -0.617 -0.294
H 0.6558 1.5245 0.8248 1.615 -1.331 -1.635
H 2.7564 0.0093 -0.4667 0.925 -0.251 -0.165
```
Forces are in eV/Å.

- Highest occupied orbital energy (alpha / beta): -4.046 / -3.400 eV
- Kohn-Sham gap (alpha / beta): 6.7 / 6.2 eV
- Charge: -1
- Molar mass: 144.14 g mol⁻¹

=====

The following is a quantum chemistry calculation of a structure of composition C5H10O at a distorted geometry, from OMol25.

```
16
Properties=species:S:1:pos:R:3:forces:R:3
C 1.8461 0.1933 -0.8449 0.072 -0.183 -0.342
C 0.8102 0.8405 0.0159 -0.126 -0.248 -0.726
C -0.3193 -0.0260 1.4182 -0.674 -0.609 1.007
O -1.0398 0.8540 1.8781 0.007 0.002 0.625
C -0.5630 -0.6698 0.1714 0.262 0.570 0.150
C -1.9655 -0.5508 -0.3840 0.219 0.297 -0.144
H 2.3750 -0.5852 -0.2824 -0.061 0.112 -0.176
H 2.5865 0.9123 -1.2087 -0.034 -0.031 0.033
H 1.3324 -0.2652 -1.6856 0.365 -0.104 -0.266
H 1.2949 1.3388 0.8891 -0.763 -0.884 -0.260
H 0.2021 1.6280 -0.4271 -0.214 -0.373 -0.262
H 0.5670 -0.4605 1.9170 -0.055 0.215 0.567
H -0.0872 -1.6473 -0.0069 0.427 0.835 -0.041
H -2.2504 0.4989 -0.4006 -0.133 0.003 -0.211
H -2.6846 -1.0295 0.3085 0.514 0.120 -0.046
H -2.1043 -1.0314 -1.3580 0.194 0.281 0.094
```
Forces are in eV/Å.

- Highest occupied orbital energy: -8.795 eV
- Kohn-Sham gap: 9.6 eV
- Molar mass: 86.13 g mol⁻¹

=====

The following is a quantum chemistry calculation of a structure of composition C36H31BrIN4OSSiTl, from OMol25.

```
77
Properties=species:S:1:pos:R:3:forces:R:3
Tl 0.5587 1.1026 -0.8346 -0.370 -0.030 -0.092
Br -6.2363 -1.3816 2.5269 0.055 0.025 -0.057
C -4.7244 -0.4374 1.8203 -0.048 0.036 0.019
C -4.9294 0.7705 1.1372 0.076 0.000 -0.009
C -3.8537 1.4680 0.6540 -0.080 -0.085 -0.057
C -2.5029 1.0005 0.7928 -0.143 0.167 0.185
O -1.5436 1.6965 0.3267 0.155 -0.114 -0.025
C -2.3473 -0.2340 1.5042 -0.034 0.020 0.117
C -1.0201 -0.7658 1.7199 0.015 0.010 -0.034
N -0.8429 -1.9405 2.2125 0.101 -0.298 -0.116
C 0.3871 -2.5896 2.3610 0.017 0.200 0.100
C 0.3026 -3.8220 2.9747 -0.018 -0.136 0.134
C 1.4174 -4.6421 3.2243 -0.080 0.017 -0.046
C 2.6658 -4.2422 2.8493 -0.004 0.079 -0.007
C 2.8203 -3.0004 2.1911 -0.090 0.049 -0.011
C 4.0819 -2.5653 1.7268 0.012 0.025 0.013
C 4.1924 -1.3919 1.0459 0.036 0.030 0.000
C 3.0193 -0.6375 0.8278 0.237 0.019 0.155
N 1.8396 -0.9990 1.2498 -0.016 0.073 0.309
C 1.6986 -2.1649 1.9346 0.000 -0.017 -0.096
C -3.4625 -0.9267 2.0034 0.040 -0.040 -0.078
H -5.9365 1.1435 0.9957 0.000 0.018 0.009
H -3.9919 2.4041 0.1262 -0.007 -0.017 -0.009
H -0.1955 -0.1162 1.4553 0.046 0.006 -0.021
H -0.6897 -4.1422 3.2668 0.018 -0.024 -0.002
H 1.2751 -5.6042 3.7010 -0.028 0.002 0.039
H 3.5392 -4.8589 3.0300 -0.006 0.002 -0.026
H 4.9473 -3.1987 1.8942 -0.006 0.008 0.021
H 5.1398 -1.0507 0.6496 -0.051 0.036 -0.027
H 3.0594 0.2841 0.2529 0.122 -0.022 0.023
H -3.2885 -1.8570 2.5301 0.005 0.033 -0.026
I 1.2897 4.2908 -2.5536 0.039 0.383 0.113
C -0.0869 2.8461 -3.4968 -0.050 -0.047 -0.249
H -0.8463 2.7300 -2.7101 -0.052 -0.006 0.028
H 0.5089 1.9197 -3.4715 -0.005 -0.068 0.132
N 2.2234 -0.1807 -3.9900 0.247 0.078 0.178
C 3.3109 0.5164 -3.5998 -0.324 0.080 0.037
N 3.2928 1.8279 -3.8973 0.154 -0.226 -0.132
S 4.6149 -0.2120 -2.8106 -0.039 0.021 -0.036
H 1.3738 0.2948 -4.2654 0.052 -0.034 -0.039
H 2.1102 -1.1046 -3.6077 0.042 -0.093 -0.042
H 2.4278 2.2874 -4.1498 -0.017 0.009 0.052
H 3.9825 2.4014 -3.4474 0.001 0.017 0.028
C -5.0034 -3.4910 -0.9009 0.038 -0.003 -0.023
C -4.9483 -2.6525 -2.0053 0.046 0.024 0.014
C -3.7550 -2.0273 -2.3537 0.040 -0.026 0.052
C -2.5800 -2.2126 -1.6157 -0.081 0.057 0.029
C -2.6668 -3.0610 -0.5017 0.091 0.047 0.018
C -3.8513 -3.6944 -0.1511 0.011 0.037 -0.006
Si -0.9222 -1.3110 -1.9959 0.149 -0.187 0.034
C 0.3068 -2.8013 -1.8681 0.011 -0.079 0.067
C 1.5956 -2.6137 -1.3562 0.012 0.095 -0.243
C 2.5149 -3.6563 -1.2553 -0.055 -0.060 -0.090
C 2.1509 -4.9366 -1.6485 0.001 0.092 0.060
C 0.8721 -5.1598 -2.1507 -0.035 0.070 -0.009
C -0.0276 -4.1066 -2.2614 0.047 -0.011 0.030
C -1.0174 -1.0540 -3.9003 0.104 -0.024 -0.089
C -1.7748 0.0082 -4.4140 0.050 0.094 0.062
C -1.8125 0.2987 -5.7706 -0.006 0.002 -0.018
C -1.0680 -0.4560 -6.6684 0.032 -0.009 0.047
C -0.2911 -1.5030 -6.1908 -0.039 -0.014 0.119
C -0.2739 -1.7965 -4.8288 -0.193 -0.099 -0.102
H -5.9340 -3.9711 -0.6198 0.009 0.015 0.006
H -5.8403 -2.4769 -2.5976 0.008 0.000 -0.003
H -3.7423 -1.3824 -3.2252 0.006 0.011 -0.016
H -1.7859 -3.2126 0.1195 -0.112 -0.017 -0.057
H -3.8827 -4.3325 0.7259 0.018 0.015 -0.008
H 1.8999 -1.6217 -1.0286 -0.105 -0.267 -0.287
H 3.5115 -3.4598 -0.8751 -0.068 -0.007 -0.044
H 2.8571 -5.7556 -1.5594 -0.023 0.011 -0.020
H 0.5789 -6.1580 -2.4602 -0.004 0.021 0.005
H -1.0203 -4.2982 -2.6591 0.025 -0.003 0.027
H -2.3141 0.6566 -3.7266 0.022 -0.044 -0.048
H -2.3953 1.1406 -6.1244 0.014 0.015 0.028
H -1.0719 -0.2106 -7.7248 -0.008 -0.017 0.017
H 0.3111 -2.0909 -6.8756 -0.007 0.001 0.010
H 0.3256 -2.6352 -4.4851 0.002 0.071 -0.016
```
Forces are in eV/Å.

- Highest occupied orbital energy: -1.412 eV
- Kohn-Sham gap: 5.4 eV
- Charge: -2
- Molar mass: 1007.02 g mol⁻¹

=====

Computed calculated total energy, in the same sequence as the records: -11074.1787 -7452.7096 -101727.4357 -22541.9269 -7391.8271 -147394.1455 eV.